{
  "formula": "C4H10Cl2NP",
  "method": "ωB97M-V/def2-TZVPD",
  "species": ["C", "C", "C", "C", "N", "P", "Cl", "Cl", "H", "H", "H", "H", "H", "H", "H", "H", "H", "H"],
  "coordinates": [[0.3528, 1.4816, 0.0450], [0.5237, -0.7933, 1.1967], [1.5839, -0.3147, -1.0372], [0.2367, -0.0110, -0.0941], [-0.7397, -0.4587, -0.8846], [-2.8613, -0.0132, 0.7981], [-3.3849, 1.5946, -0.2182], [-4.0152, -1.3975, -0.0130], [0.3189, 1.8864, -0.9807], [-0.4644, 2.0305, 0.6530], [1.3326, 1.7329, 0.4591], [-0.3377, -0.5640, 1.8850], [1.5897, -0.4365, 1.6319], [0.5858, -1.9000, 1.0367], [1.4190, -0.7289, -1.9985], [2.3930, 0.4723, -1.1475], [2.0147, -1.1560, -0.3840], [-0.5477, -1.4244, -0.9476]],
  "forces_ev_per_angstrom": [[-1.4235, 1.7504, 0.5971], [1.0106, 0.7425, 1.3452], [1.6809, -1.2040, 2.6353], [5.1978, 1.1310, 0.2972], [-3.6007, 0.5706, -0.9582], [1.6092, -0.3497, 0.4918], [-0.3315, 1.0932, -0.6540], [-0.7928, -0.9934, -0.5064], [-0.1028, 0.0576, 0.4582], [1.1548, -1.0498, -0.7642], [-0.2542, 0.0818, 0.1356], [1.1279, -0.3351, -0.1928], [-2.6534, -0.7848, -0.6876], [-0.1508, 0.9117, 0.0188], [-0.6601, -0.2343, -0.9506], [-1.3345, -0.5623, 0.4387], [0.0514, 1.0741, -1.4949], [-0.5283, -1.8995, -0.2092]],
  "multiplicity": 1,
  "energy_ha": -1474.810764,
  "fmax_ev_per_a": 5.3,
  "mol_weight_g_mol": 174.01,
  "total_charge": 0,
  "lumo_ha": [-0.026, -0.015]
}